(1)
# C3H5F2N2

The ion C3H5F2N2 with charge +1 at a distorted geometry (ωB97M-V with the def2-TZVPD basis set, the OMol25 dataset).

Positions of all 12 atoms, in Å:
C1 0.41818 0.43529 1.64891
C2 0.17963 -0.86710 -0.31349
C3 -0.67114 0.25903 -1.04303
N1 0.92534 -0.37426 0.85695
N2 -1.85656 0.58983 -0.53145
F1 1.04686 0.98783 2.63479
F2 0.32605 1.28963 -1.05947
H1 -0.41920 -1.70835 -0.05424
H2 0.90183 -0.99567 -1.04240
H3 -0.99573 -0.29014 -2.07094
H4 1.93387 -0.84900 1.00163
H5 -1.78914 1.52292 -0.02726

Cartesian forces (eV/Å) of the 2 atoms listed first:
C 1.5752 1.6117 2.2454
C -1.6419 1.4250 -0.0482

Calculated values
Multiplicity ... 3
Frontier orbital gap (alpha / beta) ... 0.34761 / 0.26532 Eh
Molecular weight ... 107.083 g mol⁻¹
<S²> ... 2.0121
HOMO level (alpha / beta) ... -0.54534 / -0.57698 Ha
Net charge ... +1
Energy above the lowest of the compared OMol25 structures with the same formula, charge and spin ... 0.0 kJ/mol

(2)
# C5H8O2

A structure of composition C5H8O2 (ωB97M-V with the def2-TZVPD basis set, the OMol25 dataset).

Positions of all 15 atoms, in Å:
O1 -2.13440 0.17628 0.27522
C1 -0.87796 0.78022 0.06732
C2 0.18277 0.13576 0.97186
C3 0.75768 -1.00573 0.01266
C4 1.98813 -0.28729 0.18317
C5 -0.33350 0.47343 -1.32712
O2 0.05571 -0.88797 -1.21065
H1 -2.07326 -0.71667 -0.09572
H2 -1.00491 1.84767 0.25994
H3 0.95252 0.89124 1.22669
H4 -0.20778 -0.29670 1.89283
H5 0.59230 -2.01442 0.39983
H6 2.43526 -0.67367 1.11815
H7 0.52371 1.11092 -1.57489
H8 -1.09718 0.54429 -2.10368

Cartesian forces (eV/Å) of the 2 atoms listed first:
O -0.0372 -0.2462 -0.0556
C 0.2097 0.2203 -0.0796

Calculated values
Frontier orbital gap ... 0.35660 Eh
Molecular weight ... 100.117 g mol⁻¹
HOMO level ... -0.32977 Ha
Net charge ... 0
Energy above the lowest of the compared OMol25 structures with the same formula, charge and spin ... 417.7 kJ/mol

(3)
# C10H16O

A cluster of 2 separate species, C10H16O in total at a distorted geometry (ωB97M-V with the def2-TZVPD basis set, the OMol25 dataset).

Positions of all 27 atoms, in Å:
C1 -4.50380 -0.01106 1.23196
C2 -3.06469 -0.14623 0.72904
H1 -5.17373 0.59916 0.63834
H2 -5.06983 -0.94580 1.28446
H3 -4.48064 0.34901 2.26314
H4 -2.33535 0.57610 1.07848
H5 -3.12826 0.04677 -0.34939
H6 -2.73486 -1.16772 0.86010
C3 0.27281 -1.37006 1.57250
C4 -0.28627 -2.66450 0.97435
C5 0.73699 -0.35509 0.54923
C6 -0.08774 0.03464 -0.50156
C7 1.98659 0.24036 0.67267
C8 0.41213 0.90760 -1.46727
C9 2.54028 1.04355 -0.31494
C10 1.75798 1.23597 -1.44522
O1 2.31855 1.84550 -2.54117
H7 -0.52262 -0.93426 2.18691
H8 1.08413 -1.58458 2.25057
H9 -1.21544 -3.02205 1.41093
H10 -1.13315 -0.20758 -0.57092
H11 2.57395 0.01524 1.55983
H12 -0.27074 1.34063 -2.18329
H13 3.54550 1.42670 -0.26794
H14 2.19134 1.41318 -3.39291
H15 0.43911 -3.48196 0.91943
H16 -0.44072 -2.51884 -0.08541

Cartesian forces (eV/Å) of the 2 atoms listed first:
C -0.1819 -0.1591 1.1573
C -1.2705 0.0317 -1.4063

Calculated values
Frontier orbital gap ... 0.34325 Eh
Molecular weight ... 152.237 g mol⁻¹
SMILES ... CCc1ccc(O)cc1.CC
HOMO level ... -0.31071 Ha
Net charge ... 0
Energy above the lowest of the compared OMol25 structures with the same formula, charge and spin ... 140.3 kJ/mol

(4)
# C19H50ClNO24P5

A cluster of 7 separate species, C19H50ClNO24P5 in total at a distorted geometry (ωB97M-V with the def2-TZVPD basis set, the OMol25 dataset).

Positions of all 100 atoms, in Å:
Cl1 -0.32114 -0.60835 1.35359
O1 -0.87608 -1.49022 0.34935
O2 1.11399 -0.71749 1.33596
O3 -0.75398 0.74674 1.05219
O4 -0.82079 -0.94890 2.66514
C1 -4.03494 3.37532 -1.37733
O5 -4.59897 2.18532 -1.93696
P1 -3.98877 1.55089 -3.24135
O6 -4.56689 0.27046 -3.59585
O7 -4.15994 2.73859 -4.28175
C2 -3.59875 2.56259 -5.57796
O8 -2.42252 1.57138 -3.06220
C3 -1.75296 0.59308 -2.26108
H1 -4.81721 4.12834 -1.29922
H2 -3.24359 3.78368 -2.00571
H3 -3.63863 3.14577 -0.39015
H4 -4.02940 3.28248 -6.26558
H5 -3.75897 1.55127 -5.95896
H6 -2.51421 2.69129 -5.52737
H7 -0.73540 0.42941 -2.59258
H8 -2.35170 -0.32201 -2.22818
H9 -1.76385 0.85254 -1.19663
C4 1.66384 -3.20148 -1.02178
O9 2.16156 -3.76905 -2.24970
P2 3.22489 -4.93593 -2.18689
O10 4.27226 -4.82550 -1.18974
O11 2.37819 -6.27889 -2.01775
C5 0.98859 -6.40901 -2.33336
O12 3.77305 -4.93795 -3.67570
C6 2.93947 -5.35259 -4.75015
H10 0.90787 -3.82051 -0.54232
H11 1.30273 -2.20920 -1.26098
H12 2.48974 -3.08236 -0.31765
H13 0.86629 -7.08559 -3.17977
H14 0.54976 -5.44498 -2.58238
H15 0.49916 -6.83506 -1.46049
H16 1.88898 -5.12857 -4.57514
H17 3.06388 -6.42329 -4.93474
H18 3.28350 -4.84774 -5.65128
C7 3.01424 0.31587 -1.57902
O13 4.36297 0.75173 -1.46189
P3 5.42412 -0.05142 -0.60291
O14 5.34587 -1.49983 -0.68184
O15 6.77314 0.55965 -1.13641
C8 6.96180 1.97196 -1.25533
O16 5.37733 0.55337 0.86594
C9 4.33260 0.16733 1.76235
H19 2.38957 1.17538 -1.34124
H20 2.72736 -0.53825 -0.97330
H21 2.76526 0.09995 -2.62066
H22 6.07298 2.45651 -1.65007
H23 7.82693 2.10299 -1.90502
H24 7.25348 2.39819 -0.29349
H25 4.76904 0.20566 2.75774
H26 4.00145 -0.85440 1.56755
H27 3.44984 0.80168 1.70722
C10 -2.74233 2.45018 4.04252
O17 -3.14793 1.26729 4.73044
P4 -4.67034 0.82431 4.72585
O18 -5.59575 1.74721 5.36957
O19 -5.04628 0.51039 3.23401
C11 -4.03019 -0.08787 2.39869
O20 -4.54039 -0.61793 5.35378
C12 -3.86498 -0.77892 6.59189
H28 -3.51527 2.83203 3.37314
H29 -1.85750 2.19985 3.45737
H30 -2.49457 3.23133 4.76057
H31 -3.37541 -0.75454 2.95612
H32 -3.37269 0.72001 2.07463
H33 -4.48527 -0.59442 1.55683
H34 -3.95444 0.08270 7.25483
H35 -2.81826 -1.02208 6.40546
H36 -4.31105 -1.61691 7.13026
C13 2.01811 3.41822 1.48177
O21 1.75543 4.41901 0.50823
P5 2.42351 4.33786 -0.91790
O22 3.82742 3.95848 -0.94885
O23 2.05545 5.77115 -1.50458
C14 3.07791 6.49008 -2.21430
O24 1.46998 3.37621 -1.73758
C15 0.07205 3.60480 -1.72330
H37 1.22226 2.66971 1.51261
H38 2.09627 3.88514 2.46248
H39 2.95434 2.88473 1.31009
H40 2.99009 7.53313 -1.90423
H41 2.86448 6.45609 -3.28262
H42 4.07304 6.11955 -1.99253
H43 -0.35469 3.50160 -2.72008
H44 -0.19604 4.60833 -1.37935
H45 -0.45041 2.92374 -1.04796
N1 -2.57106 -3.33768 3.80087
C16 -2.61893 -3.86901 2.55233
C17 -3.24122 -5.08873 2.63948
C18 -3.49630 -5.33266 4.01449
C19 -3.11175 -4.22357 4.71030
H46 -2.03230 -2.52612 4.05712
H47 -2.18164 -3.35325 1.71233
H48 -3.39025 -5.77214 1.82009
H49 -3.92514 -6.23024 4.42972
H50 -2.97501 -4.01791 5.75821

Cartesian forces (eV/Å) of the 2 atoms listed first:
Cl -0.4769 0.0636 -0.1838
O -0.0313 -0.0855 0.1592

Calculated values
Frontier orbital gap ... 0.30046 Eh
Molecular weight ... 866.915 g mol⁻¹
HOMO level ... -0.22298 Ha
Net charge ... -1

(5)
# C4H8N2O2

A structure of composition C4H8N2O2 at a distorted geometry (ωB97M-V with the def2-TZVPD basis set, the OMol25 dataset).

Positions of all 16 atoms, in Å:
C1 1.02410 1.76936 0.20887
C2 0.73566 0.33195 0.55141
C3 1.41388 -0.71494 -0.17430
O1 2.38091 -0.80364 -0.87137
H1 0.56477 0.13464 1.60390
H2 1.11819 1.90368 -0.86986
H3 0.23074 2.42006 0.58141
H4 1.96050 2.10773 0.66126
C4 -0.68378 -0.83470 -0.08422
N1 -1.62510 -1.09875 0.89193
N2 -1.25111 -0.46055 -1.30694
O2 0.36288 -1.73709 -0.19035
H5 -0.55430 -0.30542 -2.02360
H6 -1.27163 -1.60260 1.69091
H7 -2.51856 -1.43036 0.55859
H8 -1.88716 0.32063 -1.22765

Cartesian forces (eV/Å) of the 2 atoms listed first:
C -0.0431 -0.0943 0.0282
C -1.9038 -0.4282 -0.3273

Calculated values
Frontier orbital gap ... 0.34584 Eh
Molecular weight ... 116.120 g mol⁻¹
HOMO level ... -0.31605 Ha
Net charge ... 0
Energy above the lowest of the compared OMol25 structures with the same formula, charge and spin ... 205.6 kJ/mol